C3H4O2 | ωB97M-V/def2-TZVPD

Each line ends with the natural charge from an NBO analysis.
Geometry (Å):
1 C 0.9478 -0.7571 0.3691  0.07
2 C 0.6267 -0.3913 -1.1022  0.03
3 C 0.7233 0.6006 -0.0524  -0.13
4 O 0.0257 -1.5205 -0.4015  -0.46
5 O -1.8399 1.2085 1.2268  -0.92
6 H 1.7701 -1.4376 0.7007  0.24
7 H 1.0317 -0.7291 -2.0332  0.24
8 H -2.0722 2.1008 0.8234  0.46
9 H -1.2132 0.9259 0.4692  0.46

Forces on atoms 1 to 2 (eV/Å):
-0.106 -1.140 -0.398
-1.616 -0.209 1.652

For the relative energy (zero: lowest compared OMol25 entry of this formula, charge and spin), the calculation gives 6.247 eV. For the HOMO energy, the calculation gives -9.532 eV. For the calculated total energy, the calculation gives -266.96319 hartree.



C4H6AgLiO | ωB97M-V/def2-TZVPD

Each line ends with the Mulliken spin population.
Geometry (Å):
1 C -1.1481 -0.4931 0.7837  0.00
2 C -1.7811 0.6847 0.5136  0.00
3 H -0.7494 -0.6700 1.7863  0.00
4 H -1.1363 -1.3060 0.0506  0.00
5 H -1.9854 1.4016 1.3151  0.00
6 H -2.2195 0.8716 -0.4738  0.00
7 Li -3.6960 -0.7352 1.1165  0.00
8 O 2.9630 1.2451 -0.5395  0.40
9 C 2.6539 -0.0461 -0.7731  0.09
10 C 1.3578 -0.4485 -0.8741  0.45
11 Ag 1.0410 1.6796 -0.7524  0.03
12 H 1.1775 -1.4787 -1.1981  0.03
13 H 3.5227 -0.7050 -0.9549  0.01

Forces on atoms 1 to 2 (eV/Å):
-1.436 0.869 0.022
-0.712 -1.575 0.574

For the relative energy (zero: lowest compared OMol25 entry of this formula, charge and spin), the calculation gives 0.384 eV. The spin multiplicity is 2. For the HOMO energy (spin up / spin down), the calculation gives -11.204 / -10.878 eV. For the calculated total energy, the calculation gives -385.30891 hartree. The total charge is +1.



C26H21CrN4OS5 | ωB97M-V/def2-TZVPD

Each line ends with the Mulliken spin population.
Geometry (Å):
1 Cr -0.1068 0.0805 -0.6698  3.23
2 S -0.2446 -1.3399 1.2228  -0.08
3 C -1.3121 -2.5982 0.6782  -0.02
4 C -1.3454 -3.8415 1.3251  0.01
5 C -2.2220 -4.8303 0.9195  0.00
6 C -3.1036 -4.6224 -0.1378  0.01
7 C -3.1015 -3.3999 -0.7838  -0.01
8 C -2.2206 -2.4072 -0.3713  0.04
9 S -2.2513 -0.8280 -1.1701  -0.05
10 C -3.1012 0.1640 0.1244  0.01
11 C -2.5758 1.5670 0.1666  -0.01
12 C -3.3652 2.6610 0.4730  0.00
13 C -2.7537 3.8944 0.6284  0.00
14 C -1.3839 4.0042 0.4779  0.00
15 C -0.6570 2.8728 0.1569  -0.02
16 C 0.8305 2.8809 -0.0652  0.02
17 S 1.6192 1.3728 0.6036  -0.04
18 C 1.8269 1.8524 2.3149  0.00
19 C 3.1706 2.1606 2.5754  0.00
20 C 3.5842 2.5949 3.8145  0.00
21 C 2.6256 2.7042 4.8242  0.00
22 C 1.3094 2.3953 4.5791  0.00
23 C 0.8238 1.9574 3.3132  0.00
24 S -0.8529 1.6537 3.1461  0.00
25 N -1.2632 1.6920 -0.0020  -0.08
26 H -0.6585 -4.0182 2.1424  0.00
27 H -2.2129 -5.7860 1.4292  0.00
28 H -3.7777 -5.4068 -0.4547  0.00
29 H -3.7716 -3.2051 -1.6123  0.00
30 H -2.8452 -0.3069 1.0775  0.00
31 H -4.1754 0.1223 -0.0408  0.00
32 H -4.4312 2.5435 0.6102  0.00
33 H -3.3434 4.7640 0.8877  0.00
34 H -0.8795 4.9492 0.6223  0.00
35 H 1.3082 3.7493 0.3822  0.00
36 H 1.0235 2.8552 -1.1380  0.00
37 H 3.8896 2.0450 1.7733  0.00
38 H 4.6246 2.8299 3.9959  0.00
39 H 2.9169 3.0349 5.8151  0.00
40 H 0.5734 2.4840 5.3669  0.00
41 N 2.9547 -4.5272 -4.9989  0.04
42 C 3.4156 -4.1374 -3.7382  0.11
43 S 4.8605 -4.8025 -3.1739  0.23
44 C 2.6036 -3.2331 -3.0117  0.13
45 C 1.3243 -2.7941 -3.4758  0.08
46 C 0.6039 -1.8825 -2.7639  0.03
47 N 1.0102 -1.3480 -1.5847  0.07
48 C 2.2158 -1.7818 -1.1103  0.06
49 C 3.0053 -2.6758 -1.7615  0.07
50 H 3.6726 -5.0048 -5.5211  0.00
51 H 2.4974 -3.8026 -5.5342  0.01
52 H 0.8839 -3.1900 -4.3799  0.03
53 H -0.3499 -1.5317 -3.1397  0.02
54 H 2.5162 -1.3809 -0.1515  0.02
55 H 3.9514 -2.9750 -1.3345  0.03
56 O -0.5169 2.1053 -4.4829  0.03
57 C -0.2840 1.6100 -3.4274  0.05
58 N -0.0399 1.1328 -2.3680  -0.05

Forces on atoms 1 to 2 (eV/Å):
0.112 -0.240 0.398
-0.068 0.139 0.143

For the relative energy (zero: lowest compared OMol25 entry of this formula, charge and spin), the calculation gives 0.516 eV. The spin multiplicity is 5. For the HOMO energy (spin up / spin down), the calculation gives -2.910 / -4.245 eV. For the calculated total energy, the calculation gives -4333.22586 hartree. The total charge is -1.



C26H28N4O4 | ωB97M-V/def2-TZVPD

Each line ends with the natural charge from an NBO analysis.
Geometry (Å):
1 O -4.2079 2.3393 -4.0980  -0.37
2 N -4.6051 1.2203 -3.7629  0.52
3 O -5.7844 0.9779 -3.4911  -0.39
4 C -3.6328 0.1345 -3.7074  0.02
5 C -4.0572 -1.1787 -3.6061  -0.25
6 C -3.1422 -2.2107 -3.6765  -0.22
7 C -1.8079 -1.9378 -3.8346  -0.21
8 C -1.3378 -0.6069 -3.9009  -0.08
9 C 0.0250 -0.3411 -4.0352  -0.25
10 N 0.6012 0.9440 -4.0343  0.48
11 O 1.8334 1.0367 -4.1973  -0.51
12 O -0.1178 1.9446 -3.8689  -0.49
13 C -2.2995 0.4188 -3.8364  -0.17
14 H -5.1085 -1.3778 -3.4853  0.23
15 H -3.4828 -3.2321 -3.6138  0.21
16 H -1.1012 -2.7431 -3.9253  0.20
17 H 0.7115 -1.1557 -4.1473  0.19
18 H -1.9979 1.4500 -3.9056  0.28
19 C 6.7721 2.4192 -1.5021  -0.40
20 N 6.5648 1.0313 -1.0696  -0.50
21 C 7.6691 0.4673 -0.2830  -0.40
22 C 5.2325 0.5334 -0.8960  0.26
23 C 4.6389 -0.3042 -1.8556  -0.23
24 C 3.3568 -0.7561 -1.7012  -0.08
25 C 2.5856 -0.3991 -0.5761  -0.17
26 C 1.2566 -0.8893 -0.4422  0.06
27 C 0.4349 -0.6225 0.6330  -0.33
28 C -0.8445 -1.1178 0.7820  0.11
29 C -1.6889 -0.8483 1.8967  -0.19
30 C -2.9824 -1.4090 1.9601  -0.12
31 C -3.8121 -1.1625 3.0205  -0.23
32 C -3.4034 -0.3431 4.0859  0.25
33 N -4.2776 -0.0767 5.1898  -0.50
34 C -4.0638 -0.7481 6.4782  -0.40
35 C -4.9711 1.2145 5.2805  -0.40
36 C -2.1163 0.2158 4.0302  -0.26
37 C -1.2838 -0.0260 2.9713  -0.08
38 C 3.1885 0.4379 0.3884  -0.07
39 C 4.4710 0.8868 0.2306  -0.27
40 H 5.9086 2.7658 -2.0683  0.22
41 H 6.9080 3.0719 -0.6417  0.17
42 H 7.6517 2.4898 -2.1380  0.20
43 H 7.4404 -0.5584 0.0025  0.21
44 H 8.5863 0.4647 -0.8677  0.20
45 H 7.8330 1.0509 0.6209  0.17
46 H 5.2159 -0.5794 -2.7210  0.24
47 H 2.9209 -1.3948 -2.4500  0.23
48 H 0.8751 -1.5154 -1.2303  0.23
49 H 0.8196 0.0087 1.4100  0.20
50 H -1.2319 -1.7569 0.0079  0.21
51 H -3.3182 -2.0407 1.1555  0.22
52 H -4.7984 -1.5899 3.0577  0.23
53 H -3.5175 -1.6780 6.3287  0.21
54 H -3.4911 -0.1144 7.1530  0.17
55 H -5.0181 -0.9822 6.9451  0.20
56 H -5.0577 1.6612 4.2911  0.21
57 H -5.9719 1.0787 5.6848  0.20
58 H -4.4240 1.9012 5.9242  0.17
59 H -1.7965 0.8461 4.8419  0.22
60 H -0.3061 0.4227 2.9654  0.20
61 H 2.6383 0.7350 1.2640  0.20
62 H 4.9185 1.5280 0.9702  0.22

Forces on atoms 1 to 2 (eV/Å):
-0.358 -1.298 0.423
-0.871 1.379 -0.101

For the relative energy (zero: lowest compared OMol25 entry of this formula, charge and spin), the calculation gives 12.965 eV. For the HOMO energy, the calculation gives -6.176 eV. For the calculated total energy, the calculation gives -1527.19108 hartree.



C4H3DyLiO2 | ωB97M-V/def2-TZVPD

Each line ends with the Mulliken spin population.
Geometry (Å):
1 Dy 0.0121 -3.4545 2.3527  4.91
2 O -0.3850 -1.0341 0.2803  0.02
3 C -0.3198 0.2707 0.8470  0.01
4 H -1.1575 0.7762 1.3572  0.00
5 H 0.5256 0.3229 1.5553  0.00
6 C 0.9228 1.7388 -1.0871  0.00
7 C -0.0215 1.0579 -0.4028  0.00
8 C 0.3721 0.1715 -1.4673  0.00
9 O 0.2511 -0.3387 -2.5631  0.00
10 Li -1.9529 -1.8286 -0.2078  0.05
11 H 1.7530 2.3180 -0.6646  0.00

Forces on atoms 1 to 2 (eV/Å):
0.124 0.815 -0.570
-1.541 -1.462 2.410

The spin multiplicity is 6. For the HOMO energy (spin up / spin down), the calculation gives -10.692 / -10.697 eV. For the calculated total energy, the calculation gives -1196.80819 hartree. The total charge is +1.



C11H10F5O4Pd | ωB97M-V/def2-TZVPD

Each line ends with the natural charge from an NBO analysis.
Geometry (Å):
1 Pd -0.7161 0.2626 -0.0473  0.92
2 C 1.3646 -2.2215 -3.5627  -0.62
3 C 0.6900 -1.8656 -2.2471  0.13
4 C 1.0095 -2.8982 -1.1759  -0.61
5 O 1.2079 -0.6282 -1.7470  -0.74
6 C -0.8570 -1.7878 -2.4077  0.75
7 O -1.3792 -2.4547 -3.2975  -0.70
8 O -1.4802 -1.0662 -1.5551  -0.82
9 H 2.4399 -2.3283 -3.4050  0.19
10 H 1.1943 -1.4357 -4.3016  0.20
11 H 0.9512 -3.1441 -3.9649  0.23
12 H 2.0907 -2.9749 -1.0447  0.20
13 H 0.6129 -3.8718 -1.4658  0.21
14 H 0.5619 -2.6115 -0.2231  0.21
15 H 0.8946 0.0901 -2.3112  0.49
16 F -1.0727 -1.1558 2.2638  -0.33
17 C -0.6808 0.0691 2.7109  0.27
18 C -0.4395 1.0469 1.7635  -0.35
19 C -0.0014 2.2573 2.2703  0.35
20 F 0.3061 3.2868 1.4636  -0.32
21 C 0.1641 2.4820 3.6296  0.23
22 F 0.5920 3.6696 4.0865  -0.31
23 C -0.1073 1.4725 4.5344  0.25
24 F 0.0484 1.6838 5.8508  -0.30
25 C -0.5333 0.2409 4.0726  0.25
26 F -0.7872 -0.7488 4.9427  -0.30
27 C -1.2467 2.9559 -0.9591  -0.25
28 O -0.3725 1.8655 -1.0527  -0.72
29 H -0.6662 3.8873 -0.9701  0.15
30 H -1.8412 2.9555 -0.0436  0.16
31 H -1.9471 2.9678 -1.8066  0.14

Forces on atoms 1 to 2 (eV/Å):
-0.593 -0.438 0.249
-0.028 0.020 -0.026

For the relative energy (zero: lowest compared OMol25 entry of this formula, charge and spin), the calculation gives 1.111 eV. For the HOMO energy, the calculation gives -5.447 eV. For the calculated total energy, the calculation gives -1353.34243 hartree. The total charge is -1.